1.
# C12H19AsN4NiO2S4Se

A molecular structure, C12H19AsN4NiO2S4Se (ωB97M-V/def2-TZVPD, the OMol25 dataset).

Values from the calculation:
E_tot = -8576.65133 hartree

ORCA input file:
```
! RIJCOSX wB97M-V def2-TZVPD def2/J DEFGRID3
* xyz -2 1
Ni -2.10 0.92 1.12
N -0.35 1.64 1.60
C 0.42 1.95 0.40
C 1.61 2.89 0.60
C 2.97 2.32 0.18
C 3.26 2.46 -1.32
N 2.16 2.03 -2.17
C 1.86 0.75 -2.35
N 2.74 -0.24 -2.10
N 0.66 0.42 -2.83
C -0.60 2.36 -0.69
O -0.20 3.05 -1.67
O -1.74 1.88 -0.57
H -0.73 2.46 2.09
H 0.13 1.06 2.28
H 0.77 0.97 0.04
H 1.66 3.13 1.67
H 1.43 3.83 0.08
H 3.04 1.27 0.48
H 3.78 2.85 0.70
H 4.18 1.93 -1.60
H 3.44 3.51 -1.56
H 1.30 2.63 -2.08
H 3.50 -0.01 -1.48
H 2.32 -1.16 -1.91
H -0.04 1.16 -2.80
H 0.32 -0.50 -2.51
S -3.18 3.31 3.24
As -4.02 1.34 3.06
S -4.30 0.83 0.92
S -2.29 -0.07 3.08
S -5.63 0.86 4.34
Se 0.70 -1.88 -0.41
C -0.51 -3.32 -0.10
C -1.74 -3.08 0.52
C -2.62 -4.12 0.77
C -2.31 -5.42 0.40
C -1.09 -5.67 -0.21
C -0.19 -4.63 -0.45
H -2.00 -2.07 0.82
H -3.57 -3.89 1.25
H -3.00 -6.23 0.60
H -0.82 -6.68 -0.50
H 0.76 -4.83 -0.93
*
```

2.
# C12H19BF3N

2 unconnected molecules or ions with the total composition C12H19BF3N in a non-equilibrium geometry (ωB97M-V/def2-TZVPD, the OMol25 dataset).

Values from the calculation:
Structure (SMILES) = FC(F)(F)Bc1ccccn1.CCCCCC
E_tot = -847.79864 hartree

ORCA input file:
```
! RIJCOSX wB97M-V def2-TZVPD def2/J DEFGRID3
* xyz 0 1
F -0.20 -4.38 0.14
C 0.65 -3.31 0.24
F 0.05 -2.15 -0.24
F 1.02 -3.07 1.55
B 2.02 -3.48 -0.64
C 3.28 -2.63 -0.09
C 4.46 -3.41 0.22
C 5.61 -2.66 0.77
C 5.34 -1.23 0.89
C 4.10 -0.57 0.50
N 3.06 -1.29 0.00
H 2.06 -4.15 -1.61
H 4.52 -4.51 0.08
H 6.58 -3.13 1.04
H 6.15 -0.58 1.31
H 3.97 0.53 0.60
C -1.11 0.38 0.79
C -1.33 1.89 0.68
C -2.79 2.30 0.89
C -3.78 1.74 -0.14
C -3.47 2.10 -1.59
C -3.51 3.60 -1.87
H -1.65 -0.16 0.01
H -0.05 0.15 0.67
H -1.43 0.01 1.76
H -0.97 2.25 -0.28
H -0.72 2.38 1.44
H -2.85 3.39 0.90
H -3.11 1.97 1.89
H -4.78 2.11 0.11
H -3.83 0.65 -0.05
H -4.21 1.61 -2.23
H -2.50 1.70 -1.89
H -4.49 4.01 -1.62
H -3.33 3.79 -2.93
H -2.75 4.13 -1.30
*
```

3.
# C12H19BF3N2O6

2 unconnected molecules or ions with the total composition C12H19BF3N2O6 in a non-equilibrium geometry (ωB97M-V/def2-TZVPD, the OMol25 dataset).

Values from the calculation:
E_tot = -1353.88164 hartree

ORCA input file:
```
! RIJCOSX wB97M-V def2-TZVPD def2/J DEFGRID3
* xyz 1 1
O -0.84 0.61 0.74
B -0.88 1.95 0.40
O -2.13 2.55 0.30
C 0.45 2.86 0.14
N 0.87 2.65 -1.27
C 1.47 1.52 -1.68
C 1.90 1.15 -3.00
C 2.57 -0.18 -3.38
C 1.49 -1.25 -3.83
O 0.30 -1.05 -3.08
C 1.28 -1.29 -5.38
F 1.83 -0.23 -6.05
F 1.83 -2.45 -5.85
F -0.04 -1.33 -5.72
C 1.65 2.22 -3.98
C 1.04 3.39 -3.38
N 0.65 3.62 -2.13
H 0.08 0.29 0.80
H -2.06 3.45 -0.06
H 0.13 3.93 0.26
H 1.28 2.69 0.86
H 1.64 0.76 -0.88
H 3.10 -0.58 -2.48
H 3.36 -0.04 -4.16
H 1.88 -2.25 -3.52
H -0.29 -0.40 -3.51
H 1.93 2.13 -5.05
H 0.86 4.24 -4.08
C -2.08 -1.24 2.38
C -1.06 -2.23 2.90
O -0.64 -1.89 4.23
C -1.49 -2.24 5.21
O -2.55 -2.80 5.06
O -0.98 -1.82 6.37
C -1.83 -2.05 7.49
H -1.71 -0.23 2.47
H -2.32 -1.45 1.34
H -3.00 -1.29 2.97
H -0.16 -2.19 2.28
H -1.43 -3.26 2.86
H -2.15 -3.09 7.55
H -2.70 -1.38 7.44
H -1.26 -1.81 8.39
*
```

4.
# C12H19Cl2IrN3S

A molecular structure, C12H19Cl2IrN3S (ωB97M-V/def2-TZVPD, the OMol25 dataset).

Values from the calculation:
<S²> = 6.0251
E_tot = -2054.76103 hartree

ORCA input file:
```
! RIJCOSX wB97M-V def2-TZVPD def2/J DEFGRID3
* xyz 3 5
Ir 0.25 -0.05 0.22
N -1.76 3.05 -3.96
C -0.71 2.65 -2.92
C -1.22 2.81 -1.49
C -2.13 1.68 -0.97
N -1.60 1.16 0.34
C -2.30 0.53 -1.96
C -1.03 0.08 -2.68
N -0.23 -0.83 -1.80
C -0.15 1.25 -3.18
H -2.06 4.02 -3.81
H -2.60 2.47 -3.95
H -1.37 3.01 -4.90
H 0.08 3.38 -3.09
H -1.70 3.78 -1.36
H -0.31 2.86 -0.88
H -3.12 2.09 -0.76
H -2.33 0.59 0.76
H -1.47 1.94 0.98
H -3.04 0.82 -2.71
H -2.77 -0.33 -1.47
H -1.33 -0.52 -3.54
H 0.64 -1.10 -2.27
H -0.75 -1.70 -1.69
H 0.11 1.12 -4.23
H 0.81 1.23 -2.65
Cl 0.95 -1.51 2.03
C 2.56 -0.87 2.44
C 3.21 -1.51 3.44
C 4.50 -1.04 3.82
C 5.08 0.03 3.19
C 4.40 0.68 2.16
Cl 5.12 1.99 1.39
C 3.08 0.25 1.74
S 2.31 1.08 0.48
H 2.77 -2.35 3.95
H 5.03 -1.55 4.62
H 6.06 0.39 3.47
*
```

5.
# C12H19Cl2N5

6 unconnected molecules or ions with the total composition C12H19Cl2N5 in a non-equilibrium geometry (ωB97M-V/def2-TZVPD, the OMol25 dataset).

Values from the calculation:
Structure (SMILES) = ClCCCl.CC#N.CC#N.CC#N.CC#N.CC#N
E_tot = -1662.75974 hartree

ORCA input file:
```
! RIJCOSX wB97M-V def2-TZVPD def2/J DEFGRID3
* xyz 0 1
Cl -2.59 0.28 1.02
C -1.74 -0.85 2.11
C -2.60 -2.08 2.35
Cl -1.64 -3.18 3.35
H -1.61 -0.41 3.11
H -0.80 -1.21 1.69
H -2.96 -2.56 1.39
H -3.49 -1.89 2.95
C -2.86 -1.58 -2.38
C -2.24 -0.28 -2.42
N -1.77 0.78 -2.51
H -2.08 -2.37 -2.62
H -3.68 -1.59 -3.09
H -3.13 -1.75 -1.35
C 2.27 -0.36 -2.21
C 1.27 -1.27 -1.65
N 0.39 -1.87 -1.22
H 1.73 0.20 -2.95
H 3.11 -0.93 -2.50
H 2.62 0.25 -1.34
C 2.28 2.91 1.46
C 3.17 1.79 1.33
N 3.90 0.90 1.16
H 2.47 3.46 2.39
H 1.22 2.55 1.39
H 2.44 3.54 0.63
C 3.03 -2.46 0.98
C 3.88 -2.41 -0.25
N 4.57 -2.30 -1.16
H 3.61 -2.54 1.88
H 2.34 -3.28 0.98
H 2.51 -1.52 0.94
C -2.72 3.66 -0.76
C -1.46 3.69 -0.17
N -0.37 3.79 0.21
H -2.85 4.57 -1.37
H -3.48 3.52 0.05
H -2.75 2.79 -1.44
*
```

6.
# C12H19Cl3N4O3

6 unconnected molecules or ions with the total composition C12H19Cl3N4O3 in a non-equilibrium geometry (ωB97M-V/def2-TZVPD, the OMol25 dataset).

Values from the calculation:
Structure (SMILES) = COC(=O)OC.ClC(Cl)Cl.CC#N.CC#N.CC#N.CC#N
E_tot = -2293.92259 hartree

ORCA input file:
```
! RIJCOSX wB97M-V def2-TZVPD def2/J DEFGRID3
* xyz 0 1
C -1.08 2.02 -2.12
O -0.46 0.79 -2.43
C -1.21 -0.29 -2.43
O -2.41 -0.29 -2.24
O -0.45 -1.35 -2.65
C -1.07 -2.54 -3.09
H -0.39 2.84 -2.28
H -1.50 1.99 -1.12
H -1.97 2.19 -2.74
H -1.59 -2.34 -4.03
H -1.83 -2.88 -2.38
H -0.37 -3.35 -3.25
Cl -1.38 -4.26 3.79
C -0.91 -3.05 2.64
Cl -0.98 -3.75 0.98
Cl 0.74 -2.51 2.94
H -1.62 -2.23 2.63
C 3.39 1.28 -1.73
C 4.33 0.49 -0.95
N 5.10 -0.15 -0.39
H 4.01 1.81 -2.46
H 2.92 2.01 -1.07
H 2.60 0.66 -2.14
C -0.77 0.43 1.01
C 0.59 0.93 1.18
N 1.66 1.33 1.34
H -1.15 0.09 1.97
H -0.91 -0.43 0.36
H -1.45 1.24 0.76
C 4.50 3.30 1.78
C 5.83 3.44 1.16
N 6.88 3.52 0.70
H 3.87 4.12 1.46
H 4.66 3.31 2.86
H 4.09 2.32 1.53
C -5.74 -2.01 1.64
C -4.48 -1.37 1.99
N -3.49 -0.88 2.28
H -6.50 -1.68 2.33
H -5.53 -3.07 1.55
H -5.93 -1.67 0.61
*
```

7.
# C12H19FN

2 unconnected molecules or ions with the total composition C12H19FN in a non-equilibrium geometry (ωB97M-V/def2-TZVPD, the OMol25 dataset).

Values from the calculation:
E_tot = -622.77378 hartree

ORCA input file:
```
! RIJCOSX wB97M-V def2-TZVPD def2/J DEFGRID3
* xyz 1 1
C -2.81 -0.86 0.77
C -3.70 0.13 0.26
C -1.60 -1.11 0.18
C -3.32 1.12 -0.64
C -1.11 0.12 -0.92
C -1.57 -1.17 -1.41
C 1.34 -0.04 2.73
C 3.60 -1.30 -0.93
C -1.43 2.47 -1.53
C 2.44 0.40 1.67
C 2.10 -0.97 -0.60
C 2.01 0.15 0.28
N -2.01 1.20 -0.97
F 1.42 1.28 -0.18
H -2.98 -1.19 1.80
H -4.73 0.00 0.52
H -0.84 -1.66 0.57
H -3.91 1.95 -0.86
H -0.89 -1.92 -1.70
H -2.58 -1.23 -1.97
H 0.85 -1.07 2.56
H 0.44 0.68 2.61
H 1.64 0.09 3.79
H 3.71 -2.25 -1.26
H 4.04 -0.76 -1.78
H 4.30 -1.06 -0.14
H -1.48 3.42 -0.79
H -1.83 2.74 -2.50
H -0.38 2.17 -1.83
H 3.40 -0.06 1.99
H 2.71 1.43 1.82
H 1.48 -0.80 -1.46
H 1.70 -1.90 -0.07
*
```

8.
# C12H19N2

2 unconnected molecules or ions with the total composition C12H19N2 in a non-equilibrium geometry (ωB97M-V/def2-TZVPD, the OMol25 dataset).

Values from the calculation:
E_tot = -577.83168 hartree

ORCA input file:
```
! RIJCOSX wB97M-V def2-TZVPD def2/J DEFGRID3
* xyz 1 1
C 4.86 0.21 0.16
C 4.00 1.25 -0.30
C 4.35 -0.96 0.56
C 2.62 1.03 -0.34
C 2.98 -1.20 0.54
C 2.11 -0.19 0.13
C 0.70 -0.59 0.22
C -2.48 1.78 -0.48
C 0.16 -1.47 -0.64
C -1.45 1.85 -1.58
C -3.98 0.87 1.16
C -1.29 -2.15 -0.40
N -2.91 0.79 0.23
N -1.92 -1.63 0.82
H 5.94 0.28 0.08
H 4.48 2.25 -0.37
H 5.03 -1.74 1.03
H 2.09 1.96 -0.47
H 2.50 -2.13 0.77
H 0.09 0.01 0.80
H -3.12 2.66 -0.29
H 0.82 -1.95 -1.46
H -1.96 1.51 -2.50
H -0.72 1.03 -1.34
H -1.02 2.88 -1.62
H -4.38 -0.06 1.32
H -3.66 1.51 2.05
H -4.63 1.47 0.52
H -1.02 -3.25 -0.38
H -1.90 -1.79 -1.27
H -2.54 -2.36 1.08
H -2.41 -0.11 0.30
H -1.36 -1.75 1.64
*
```